Computed, not measured: 7 unconnected molecules or ions with the total composition C15H29F6NO14PS in a non-equilibrium geometry, with the ωB97M-V functional and the def2-TZVPD basis.

```
67
Properties=species:S:1:pos:R:3:forces:R:3:mulliken_charge:R:1
N -1.332 -0.631 0.804 -0.42 0.72 -0.37 0.73
H -1.258 -1.157 -0.063 0.21 -0.05 0.41 0.46
H -1.296 0.360 0.585 -0.33 -0.07 -0.04 -0.40
H -0.583 -0.823 1.462 -0.02 -0.50 -0.05 0.16
H -2.281 -0.843 1.254 -1.30 -0.87 1.20 0.36
C -4.678 -0.656 1.707 0.78 -1.61 -0.03 -0.45
O -3.595 -1.435 2.105 0.57 1.03 -0.58 -0.87
H -5.283 -1.241 0.978 -0.19 0.39 -0.30 0.16
H -5.395 -0.475 2.531 0.11 0.57 0.06 0.24
H -4.330 0.269 1.213 -0.59 0.34 0.11 0.02
P 0.292 -4.201 2.681 -0.32 -0.09 0.10 1.28
F 0.042 -5.428 1.668 0.36 0.03 -0.31 -0.40
F 1.648 -3.742 1.896 0.20 -0.26 -0.25 -0.41
F -0.545 -3.208 1.697 0.05 -0.26 0.46 -0.34
F 0.532 -2.974 3.726 0.01 0.13 0.12 -0.38
F -1.023 -4.651 3.497 0.21 0.38 -0.10 -0.40
F 1.221 -5.165 3.620 -0.08 0.09 0.00 -0.42
C 4.813 -1.959 2.791 -0.09 0.16 -0.74 -1.53
C 3.577 -1.524 3.539 -0.21 0.20 0.01 0.52
C 3.614 -0.208 4.305 0.32 -0.88 1.72 -0.67
O 2.286 0.283 4.195 -0.22 0.32 -0.93 -0.38
C 1.746 -0.263 3.063 0.46 -0.45 0.46 0.27
O 0.723 0.077 2.557 -0.04 0.56 0.09 -0.54
O 2.536 -1.223 2.597 0.05 0.00 -0.60 0.11
H 4.518 -2.621 1.975 -0.18 -0.17 0.21 0.33
H 5.551 -2.495 3.382 -0.08 0.16 0.27 0.38
H 5.272 -1.100 2.294 0.15 0.06 0.21 0.35
H 3.194 -2.298 4.207 -0.02 -0.18 -0.22 0.33
H 4.390 0.510 4.030 -0.29 0.12 -0.48 0.30
H 3.741 -0.444 5.365 0.24 0.23 -0.02 0.31
C 3.570 -1.728 -3.854 -0.55 0.69 0.26 -1.48
C 3.374 -1.558 -2.350 0.15 -0.10 -1.22 0.38
C 3.103 -0.126 -1.896 1.16 0.23 -0.16 -0.47
O 1.810 -0.151 -1.331 0.07 -0.23 0.16 -0.10
C 1.293 -1.423 -1.425 0.01 0.20 -0.14 0.40
O 0.203 -1.733 -1.093 0.27 0.03 -0.30 -0.50
O 2.175 -2.245 -2.007 0.36 -0.25 0.34 -0.35
H 4.378 -1.093 -4.221 0.27 -0.29 0.07 0.38
H 2.664 -1.348 -4.333 -0.03 -0.22 -0.13 0.35
H 3.704 -2.778 -4.099 0.15 0.05 -0.13 0.36
H 4.250 -1.978 -1.855 -0.34 -0.21 0.44 0.29
H 3.192 0.622 -2.688 -0.56 -0.22 -0.29 0.30
H 3.916 0.161 -1.222 -0.60 0.06 0.70 0.30
C -5.119 2.286 -5.215 -0.14 0.66 0.27 -1.49
C -3.784 2.260 -4.497 -0.91 -0.26 0.59 0.47
C -3.580 3.429 -3.522 0.58 0.59 -0.62 -0.47
O -3.393 2.863 -2.239 0.10 -0.20 -0.03 -0.22
C -3.357 1.519 -2.346 -0.24 -0.39 -0.29 0.59
O -3.085 0.750 -1.490 0.14 0.16 0.20 -0.42
O -3.710 1.144 -3.603 0.13 -0.33 -0.34 -0.38
H -5.202 3.218 -5.784 0.40 -0.26 -0.49 0.39
H -5.975 2.410 -4.547 0.15 -0.65 0.31 0.36
H -5.193 1.402 -5.843 -0.35 0.11 -0.10 0.35
H -3.026 2.120 -5.269 0.37 0.28 0.32 0.24
H -4.431 4.108 -3.499 -0.01 -0.02 0.04 0.32
H -2.675 3.977 -3.792 -0.10 0.21 0.15 0.25
C 0.472 2.414 0.140 0.13 0.08 0.78 0.60
C 0.536 3.135 1.507 0.56 0.23 0.20 -0.28
O -0.596 3.998 1.568 -0.57 0.65 0.02 -0.37
S -1.741 3.480 0.596 0.37 -0.87 -0.32 1.05
O -2.479 4.580 0.084 0.45 -0.21 0.15 -0.59
O -2.405 2.355 1.185 0.63 0.74 -0.49 -0.44
O -0.654 2.977 -0.534 -1.11 -0.12 0.43 -0.40
H 0.418 1.351 0.374 -0.28 -0.03 -0.67 -0.47
H 1.333 2.629 -0.485 0.02 -0.09 0.01 0.39
H 1.422 3.767 1.556 -0.11 0.09 0.17 0.32
H 0.499 2.470 2.368 0.07 -0.21 -0.25 0.21
```
Positions in Å, forces in eV/Å.

Its charge is -1. The calculation puts the HOMO energy at -2.7 eV. For the orbital gap, the calculation gives 4.4 eV.


Computed, not measured: 5 unconnected molecules or ions with the total composition C15H29IO8S, with the ωB97M-V functional and the def2-TZVPD basis.

```
54
Properties=species:S:1:pos:R:3:forces:R:3:mulliken_charge:R:1
O 0.981 0.822 0.907 0.07 0.11 -0.29 -0.38
C 1.486 -0.149 0.426 -0.22 0.12 0.53 -0.04
O 2.748 -0.187 -0.069 -0.32 -0.18 -0.71 -0.19
C 3.291 0.999 -0.605 0.39 0.24 0.25 -0.69
I 2.001 1.908 -2.071 0.05 -0.09 -0.06 0.17
C 3.694 2.054 0.426 -0.28 0.28 -0.23 -0.66
S 4.526 1.405 1.869 0.29 -0.19 -0.08 0.89
O 3.727 0.423 2.543 -0.02 0.13 0.01 -0.52
O 5.891 1.121 1.512 -0.19 0.01 0.04 -0.61
H 0.987 -1.120 0.343 0.37 -0.10 0.01 0.52
H 4.158 0.685 -1.186 -0.10 -0.06 0.20 0.55
H 2.833 2.637 0.764 0.03 -0.26 0.14 0.42
H 4.408 2.742 -0.038 -0.05 -0.11 0.08 0.42
H 4.524 2.526 2.635 0.01 0.04 0.01 0.14
C -1.869 -1.003 5.097 -0.13 0.05 -0.02 -1.08
C -1.632 0.216 4.234 0.01 -0.02 0.00 0.76
C -0.207 0.483 3.820 -0.14 0.15 0.05 -0.85
O -2.544 0.935 3.896 0.01 -0.01 0.01 -0.56
H -2.928 -1.089 5.327 0.00 0.00 0.00 0.30
H -1.537 -1.901 4.574 0.07 0.00 0.04 0.30
H -1.301 -0.920 6.025 0.06 -0.05 -0.02 0.32
H 0.182 -0.362 3.252 0.06 -0.03 0.05 0.17
H 0.419 0.616 4.705 0.03 -0.09 0.00 0.39
H -0.162 1.375 3.203 0.01 -0.02 -0.03 0.24
C 2.291 -5.334 1.054 -0.15 0.05 -0.02 -1.18
C 2.448 -4.056 0.268 0.08 0.03 0.00 0.84
C 3.851 -3.651 -0.105 -0.08 0.11 -0.07 -0.98
O 1.492 -3.383 -0.046 -0.08 -0.01 0.03 -0.54
H 1.239 -5.512 1.260 0.00 0.00 0.00 0.30
H 2.698 -6.173 0.487 0.07 0.00 0.04 0.35
H 2.839 -5.262 1.994 0.06 -0.04 -0.03 0.34
H 4.315 -4.429 -0.714 0.04 -0.03 0.06 0.40
H 4.454 -3.519 0.796 0.03 -0.06 0.00 0.33
H 3.827 -2.717 -0.661 0.00 0.00 0.01 0.13
C -3.070 0.320 -4.178 0.09 0.14 -0.04 -1.14
C -1.643 0.109 -3.737 -0.02 -0.02 0.02 0.85
C -1.297 -1.243 -3.159 0.13 0.08 0.01 -1.08
O -0.813 0.983 -3.836 0.01 0.04 -0.01 -0.50
H -3.195 1.329 -4.564 -0.01 0.00 0.01 0.23
H -3.331 -0.404 -4.952 -0.03 -0.05 0.05 0.44
H -3.747 0.170 -3.334 -0.02 -0.08 -0.02 0.30
H -1.494 -2.025 -3.894 -0.07 -0.02 0.03 0.37
H -1.911 -1.442 -2.279 -0.05 -0.04 -0.04 0.31
H -0.246 -1.268 -2.879 0.00 0.01 0.00 0.23
C -2.987 3.017 -1.804 0.08 0.02 -0.21 -1.04
C -4.242 3.421 -2.539 0.00 -0.01 0.05 0.88
C -5.487 3.597 -1.702 -0.05 0.04 -0.14 -1.17
O -4.255 3.592 -3.736 -0.01 -0.02 0.01 -0.55
H -2.160 2.924 -2.506 -0.01 -0.02 0.00 0.18
H -2.740 3.762 -1.047 -0.04 -0.06 0.08 0.45
H -3.142 2.061 -1.300 0.00 0.04 0.10 0.28
H -5.325 4.367 -0.946 0.01 -0.05 0.06 0.33
H -5.727 2.665 -1.188 0.03 0.02 0.07 0.30
H -6.320 3.885 -2.340 0.01 0.00 0.00 0.33
```
Positions in Å, forces in eV/Å.

The calculation puts the HOMO energy at -9.4 eV. For the orbital gap, the calculation gives 9.6 eV. The calculation puts the energy relative to the best compared isomer or geometry (same formula, charge and spin) at 0.0 kJ/mol. Its SMILES is O=CO[C@@H](I)C[SH](=O)=O.CC(C)=O.CC(C)=O.CC(C)=O.CC(C)=O.


Computed, not measured: a molecular structure, C15H29MoN4Si, with the ωB97M-V functional and the def2-TZVPD basis.

```
50
Properties=species:S:1:pos:R:3:forces:R:3:mulliken_spin:R:1
Mo 0.448 -0.077 -0.210 0.10 0.31 0.17 2.72
C 2.669 2.060 -0.350 -0.15 0.11 0.06 0.02
C 3.182 0.840 -1.090 0.01 -0.15 0.00 -0.01
N 2.686 -0.416 -0.436 -0.08 0.07 0.08 -0.04
C 3.326 -0.688 0.900 0.04 0.01 -0.15 0.01
C 2.276 -1.058 1.930 -0.16 0.05 0.08 0.00
N 1.108 -0.110 1.845 -0.05 0.03 -0.11 -0.04
C 1.426 1.280 2.349 0.00 -0.16 0.07 0.01
C 0.871 2.326 1.405 0.00 0.08 -0.16 0.00
N 1.193 1.942 -0.017 -0.01 -0.17 0.00 -0.07
H 3.201 2.216 0.586 0.04 -0.01 -0.01 0.00
H 2.822 2.957 -0.949 0.05 -0.01 -0.01 0.00
H 2.828 0.826 -2.123 0.01 0.03 -0.01 0.00
H 4.273 0.854 -1.119 0.00 0.04 -0.02 0.00
H 2.918 -1.188 -1.059 0.03 0.00 0.01 0.01
H 4.053 -1.493 0.807 0.01 0.00 0.04 0.00
H 3.884 0.198 1.196 0.00 -0.01 0.04 0.00
H 1.879 -2.059 1.753 0.03 -0.01 -0.01 0.00
H 2.687 -1.043 2.941 0.05 -0.02 -0.02 0.00
H 0.361 -0.500 2.420 0.01 0.01 0.03 0.01
H 1.010 1.406 3.347 0.00 0.04 0.00 0.00
H 2.507 1.357 2.447 0.00 0.03 0.00 0.00
H -0.216 2.392 1.479 0.00 -0.01 0.03 0.00
H 1.282 3.312 1.626 0.00 -0.01 0.04 0.01
H 0.683 2.580 -0.625 0.01 0.03 0.01 0.01
C -0.394 0.827 -2.672 0.28 -0.28 0.19 -0.01
Si -2.130 0.720 -1.883 -0.11 -0.13 0.17 0.01
C -3.212 -0.452 -2.779 0.00 -0.07 -0.09 0.00
C -2.823 2.352 -1.420 0.02 0.10 0.10 -0.01
N -1.481 -0.131 -0.357 -0.12 -0.06 0.19 -0.42
C -1.911 -1.294 0.294 0.08 0.29 -0.24 0.01
C -0.887 -2.245 0.469 0.33 -0.11 -0.14 -0.01
C -1.100 -3.437 1.129 -0.21 0.11 0.04 0.04
C -2.377 -3.661 1.658 0.04 -0.03 0.01 -0.10
C -3.395 -2.728 1.489 -0.04 0.05 -0.02 0.05
C -3.183 -1.538 0.798 -0.07 -0.10 0.09 -0.11
H -0.412 0.383 -3.673 -0.13 0.12 -0.04 0.01
H 0.390 0.133 -2.238 0.13 0.00 -0.34 -0.03
H 0.071 1.809 -2.749 -0.06 0.03 -0.04 0.00
H -3.555 0.029 -3.700 0.01 -0.03 -0.01 0.00
H -4.104 -0.717 -2.209 0.01 0.02 0.02 0.00
H -2.690 -1.370 -3.057 -0.04 -0.01 0.00 0.00
H -3.008 2.953 -2.314 0.02 -0.03 -0.02 0.00
H -2.163 2.927 -0.766 -0.03 0.03 0.00 0.00
H -3.783 2.233 -0.913 0.01 0.01 0.01 0.00
H 0.062 -2.174 -0.121 -0.09 -0.22 -0.03 -0.05
H -0.332 -4.196 1.200 0.00 -0.01 -0.01 0.00
H -2.581 -4.585 2.182 0.00 0.00 0.00 0.00
H -4.377 -2.936 1.893 0.00 0.00 0.00 0.00
H -3.981 -0.816 0.684 0.02 0.02 -0.02 0.00
```
Positions in Å, forces in eV/Å.

Its multiplicity is 3. Its charge is +3. The calculation puts the HOMO energy (alpha / beta) at -18.6 / -18.6 eV. For the orbital gap (alpha / beta), the calculation gives 6.5 / 7.1 eV. Its expectation value of S² is 2.47.


Computed, not measured: a molecular structure, C15H30BF4N5SiTc, with the ωB97M-V functional and the def2-TZVPD basis.

```
57
Properties=species:S:1:pos:R:3:forces:R:3:mulliken_spin:R:1
Tc -0.359 0.156 -0.078 -0.04 0.39 -0.01 0.97
C -1.459 1.006 -2.842 0.02 0.05 0.17 0.00
C -1.306 2.315 -2.047 0.07 -0.18 -0.01 0.00
N -1.439 2.060 -0.582 0.09 -0.01 -0.01 -0.04
C -2.841 2.150 -0.101 0.00 0.03 0.04 0.02
C -2.998 1.192 1.052 -0.02 -0.01 0.04 -0.04
N -2.346 -0.105 0.706 -0.07 -0.03 -0.02 -0.02
C -3.097 -1.002 -0.229 0.19 -0.02 -0.08 -0.02
C -2.879 -0.619 -1.679 0.02 0.00 0.19 0.02
N -1.458 -0.185 -1.912 -0.03 0.09 -0.28 -0.03
H -0.658 0.904 -3.570 0.12 -0.01 0.16 0.00
H -2.394 0.981 -3.397 0.02 0.02 -0.10 0.00
H -2.013 3.082 -2.364 -0.12 -0.11 0.04 0.00
H -0.314 2.702 -2.210 -0.03 0.08 -0.08 0.00
H -0.897 2.789 -0.121 0.08 -0.06 -0.01 0.00
H -3.516 1.916 -0.920 0.01 -0.02 0.01 0.00
H -3.071 3.169 0.213 -0.02 -0.01 -0.01 0.00
H -4.044 1.030 1.319 0.00 0.00 -0.01 0.00
H -2.481 1.575 1.934 -0.01 -0.01 0.00 0.01
H -2.253 -0.615 1.582 0.04 -0.05 -0.04 0.01
H -4.155 -1.029 0.035 -0.02 0.06 -0.05 0.00
H -2.687 -1.990 -0.080 -0.05 -0.01 0.02 0.00
H -3.531 0.194 -1.975 -0.02 0.03 0.00 0.00
H -3.122 -1.461 -2.328 0.01 -0.01 0.03 0.00
H -0.954 -0.938 -2.372 -0.11 -0.03 -0.07 0.00
C -2.013 -3.466 1.545 0.03 -0.04 -0.01 0.00
C -0.706 -2.796 1.865 0.04 -0.06 0.39 -0.01
C 0.022 -3.295 2.939 -0.07 0.06 -0.10 0.03
C 1.256 -2.755 3.275 -0.06 -0.05 -0.03 -0.01
C 1.797 -1.762 2.491 0.11 0.20 -0.05 0.01
C 1.060 -1.342 1.394 -0.45 -0.23 0.19 -0.06
N -0.194 -1.782 1.127 0.20 -0.21 -0.27 0.02
N 1.376 -0.392 0.446 0.47 0.18 0.12 0.08
Si 3.161 0.017 0.002 -0.23 -0.09 0.00 0.00
C 3.343 0.269 -1.828 -0.04 0.06 0.00 0.00
C 4.126 -1.525 0.406 0.05 0.00 -0.01 0.00
C 3.567 1.437 1.121 0.01 0.02 -0.02 0.00
H -2.095 -4.363 2.152 -0.03 0.00 0.00 0.00
H -2.061 -3.786 0.503 0.01 0.05 -0.01 0.00
H -2.887 -2.857 1.781 0.00 0.02 0.00 0.00
H -0.382 -4.122 3.505 -0.01 0.00 -0.01 0.00
H 1.801 -3.127 4.132 -0.01 -0.02 0.00 0.00
H 2.761 -1.331 2.709 -0.08 0.04 0.01 0.00
H 2.645 -0.355 -2.388 -0.02 -0.02 0.00 0.00
H 4.350 -0.045 -2.110 0.00 0.01 0.02 0.00
H 3.213 1.299 -2.150 -0.05 0.04 0.01 0.00
H 3.698 -2.415 -0.062 -0.02 0.00 0.00 0.00
H 4.293 -1.737 1.460 0.03 0.01 -0.04 0.00
H 5.115 -1.387 -0.042 0.00 0.00 -0.02 0.00
H 2.860 2.261 1.022 0.02 -0.06 0.01 0.00
H 4.560 1.828 0.889 0.01 0.00 0.00 0.00
H 3.579 1.122 2.166 -0.01 -0.02 0.00 0.00
F 0.858 1.308 -1.061 -0.09 -0.17 -0.15 0.03
B 1.804 3.954 -1.334 0.10 0.05 0.00 0.00
F 0.691 4.218 -0.654 0.01 -0.02 0.05 0.00
F 2.949 3.890 -0.703 -0.03 0.03 -0.05 0.00
F 1.726 3.758 -2.631 -0.03 -0.02 0.02 0.00
```
Positions in Å, forces in eV/Å.

Its multiplicity is 2. Its charge is +2. The calculation puts the HOMO energy (alpha / beta) at -14.8 / -14.9 eV. For the orbital gap (alpha / beta), the calculation gives 7.6 / 7.0 eV. The calculation puts the energy relative to the best compared isomer or geometry (same formula, charge and spin) at 204.4 kJ/mol. Its expectation value of S² is 0.76.